A molecular structure, C19H21Cl2NO5ReTe at a distorted geometry. Source: OMol25; level of theory: ωB97M-V with the def2-TZVPD basis set.

Calculated values
Electronic energy   -66219.408 eV
Spin multiplicity   4
Relative energy (zero: lowest compared OMol25 entry of this formula, charge and spin)   218.6 kJ/mol
<S²>   3.80
Lowest unoccupied orbital energy (spin up / spin down)   -6.76 / -8.79 eV
Total charge   +2
Frontier orbital gap (spin up / spin down)   7.811 / 5.919 eV
HOMO level (spin up / spin down)   -14.57 / -14.71 eV

Each line ends with the Mulliken spin population.
Cartesian coordinates (Å):
Re 0.57205 2.27972 1.57504  1.910
O 1.05166 4.29271 1.97102  0.013
C 0.12895 5.39836 1.60097  -0.006
C -1.18844 4.71029 1.31568  -0.010
N -1.05163 3.47228 0.55548  -0.055
C -0.59577 3.65470 -0.87283  0.021
C 0.91907 3.56470 -0.90472  0.008
O 1.40031 2.55163 -0.13729  0.035
O 1.69402 4.24866 -1.53911  0.019
C -2.17835 2.55347 0.69952  0.030
C -1.73278 1.12087 0.24454  0.011
O -2.43089 0.25617 -0.21250  0.005
O -0.39954 1.10373 0.40080  0.075
H 1.93489 4.55819 2.38802  0.002
H 0.53246 6.00644 0.79104  0.001
H 0.16927 6.04182 2.46945  0.001
H -1.90187 5.37166 0.81697  0.001
H -1.66277 4.38060 2.26934  0.000
H -0.92947 4.64370 -1.24342  0.003
H -1.14067 2.90502 -1.52716  -0.001
H -3.06976 2.99992 0.13343  0.002
H -2.50944 2.48404 1.75412  -0.006
Cl 2.62762 1.72722 2.31830  0.018
C 0.91096 0.51503 2.82183  -0.124
Cl -0.36633 2.01874 3.68165  0.029
H 1.25709 -0.00633 3.71771  0.013
H 0.47259 -0.14919 2.03912  0.011
Te 2.18057 -3.49251 0.49328  0.910
C 2.07589 -3.57110 -1.59147  0.002
C 1.45068 -4.56790 -2.32345  0.017
C 1.43350 -4.42936 -3.71526  -0.014
C 2.09683 -3.34418 -4.31568  0.037
C 2.81757 -2.42354 -3.56290  -0.011
C 2.83005 -2.54209 -2.18990  0.008
C -0.02027 -3.46120 0.53517  0.038
C -0.92062 -2.90795 -0.36308  -0.027
C -2.28008 -3.06858 -0.19612  -0.014
C -2.78385 -3.99379 0.74301  0.063
C -1.91092 -4.62176 1.64283  -0.027
C -0.54369 -4.26818 1.57088  0.047
H 0.92801 -5.34407 -1.86868  -0.001
H 0.78526 -5.01911 -4.34750  0.000
H 1.99319 -3.17731 -5.40064  0.001
H 3.43062 -1.63504 -4.11727  -0.001
H 3.33333 -1.79658 -1.56120  -0.015
H -0.53924 -2.26596 -1.17542  -0.007
H -2.91041 -2.64043 -0.96844  -0.001
H -3.79067 -4.27653 0.84628  0.003
H -2.30161 -5.20741 2.43338  -0.001
H 0.13262 -4.64956 2.30515  -0.010


4 unconnected molecules or ions with the total composition C19H21ClF7NO19PS4 at a distorted geometry. Source: OMol25; level of theory: ωB97M-V with the def2-TZVPD basis set.

Calculated values
Electronic energy   -144608.159 eV
Lowest unoccupied orbital energy   1.05 eV
Total charge   -1
Frontier orbital gap   6.298 eV
HOMO level   -5.25 eV

Each line ends with the Mulliken charge.
Cartesian coordinates (Å):
N 7.33136 0.00064 2.86097  -0.696
P 5.98710 0.64441 1.99342  0.280
O 6.04121 0.03607 0.47577  -0.422
C 4.54533 -0.13038 2.82342  1.289
C 3.98582 -1.33838 2.59385  0.347
C 4.52375 -2.32962 1.57223  -0.114
O 5.24589 -3.21554 2.06724  -0.725
O 4.22966 -2.17281 0.38556  -0.641
C 2.78575 -1.70234 3.40226  -0.451
O 2.54104 -2.83036 3.71923  -0.567
C 1.88181 -0.56484 3.79444  0.409
S 0.15409 -0.88013 3.96866  1.595
O -0.09052 -1.22952 5.33797  -0.754
O -0.70510 0.16387 3.46808  -0.723
C -0.30946 -2.40736 2.97481  0.555
F -0.15693 -3.44656 3.81514  -0.275
F 0.48987 -2.62962 1.92274  -0.214
C -1.81121 -2.40707 2.57303  0.516
F -2.10693 -3.68401 2.21536  -0.304
F -2.55119 -2.12698 3.65249  -0.258
C -2.18420 -1.49621 1.34779  0.721
F -2.67898 -2.21467 0.33158  -0.243
F -1.16529 -0.77404 0.88367  -0.230
F -3.13616 -0.63422 1.74128  -0.279
C 2.44579 0.62222 4.02700  1.274
C 1.67350 1.83483 4.46846  -1.143
C 2.37920 3.18584 4.14407  -0.636
C 1.33402 4.14619 3.57264  -0.524
Cl 2.09723 5.47251 2.62728  -0.223
C 3.94958 0.71630 3.87543  -0.929
O 4.60800 1.42938 4.59184  -0.584
H 7.50188 -0.95225 2.53573  0.289
H 8.13812 0.58225 2.67482  0.282
H 6.96888 -0.01443 0.21621  0.241
H 0.67854 1.89501 4.03848  0.539
H 1.59524 1.78498 5.55846  0.343
H 3.12868 3.07538 3.36070  0.449
H 2.87374 3.61299 5.01241  0.270
H 0.68002 4.56197 4.33568  0.421
H 0.73007 3.60949 2.84247  0.194
C 1.48888 2.66040 0.04642  -0.032
C 1.63155 3.26364 -1.33527  -0.497
O 2.89656 2.79442 -1.80220  -0.360
S 3.18280 1.31588 -1.20570  1.042
O 2.81212 0.35899 -2.18217  -0.590
O 4.45161 1.32054 -0.58037  -0.452
O 2.03951 1.34741 -0.06990  -0.224
H 2.07232 3.21713 0.78520  0.013
H 0.45156 2.60391 0.37025  0.376
H 1.61310 4.35040 -1.32087  0.340
H 0.85621 2.89429 -2.01180  0.303
C -3.37709 -4.35038 -3.08416  -0.300
C -2.21564 -3.38308 -3.07627  -0.262
O -1.95329 -3.12882 -4.46591  -0.319
S -3.31979 -3.18988 -5.28698  1.024
O -3.81482 -1.86985 -5.46768  -0.430
O -3.15128 -4.07204 -6.38212  -0.553
O -4.21152 -3.90182 -4.16366  -0.330
H -3.04958 -5.36788 -3.30485  0.287
H -3.93029 -4.34378 -2.14915  0.308
H -1.33273 -3.79090 -2.59294  0.333
H -2.48532 -2.43826 -2.60091  0.232
C -5.83324 0.77241 -5.77086  -0.258
C -7.13063 0.46286 -6.48227  -0.307
O -8.04063 1.47204 -6.02130  -0.318
S -7.23756 2.83154 -5.74629  1.096
O -7.36784 3.68105 -6.87490  -0.536
O -7.55284 3.27705 -4.43836  -0.537
O -5.76474 2.20776 -5.75458  -0.302
H -5.84930 0.41710 -4.73955  0.267
H -4.96986 0.35660 -6.28102  0.293
H -7.51031 -0.52724 -6.24790  0.292
H -7.02710 0.56553 -7.56459  0.318


3 unconnected molecules or ions with the total composition C19H21ClFN2O at a distorted geometry. Source: OMol25; level of theory: ωB97M-V with the def2-TZVPD basis set.

Calculated values
Electronic energy   -40296.709 eV
Relative energy (zero: lowest compared OMol25 entry of this formula, charge and spin)   420.3 kJ/mol
Lowest unoccupied orbital energy   -4.54 eV
Total charge   +1
Frontier orbital gap   7.093 eV
HOMO level   -11.63 eV

Each line ends with the natural charge from an NBO analysis.
Cartesian coordinates (Å):
C 2.43881 -2.33980 -1.43865  -0.670
C 1.66347 -0.96755 -1.99840  0.163
F 1.99358 -0.77835 -3.45976  -0.368
C 0.02032 -1.20821 -1.95978  0.181
C -0.57980 -2.47913 -2.81645  -0.023
N -2.06082 -2.29432 -2.45420  -0.357
C -3.11012 -3.29055 -2.98281  -0.303
C -3.59252 -4.14349 -1.62823  0.485
O -2.64883 -4.96817 -1.09597  -0.483
Cl -5.28899 -3.92492 -0.89248  0.018
C -2.42684 -1.10477 -1.55963  0.216
N -1.07558 -0.43764 -1.25226  -0.532
H 3.16325 -2.01777 -0.57577  0.253
H 3.11332 -2.81729 -2.28183  0.266
H 1.63365 -3.13936 -1.08170  0.236
H 2.00235 -0.02183 -1.36944  0.238
H -0.05419 -3.29982 -3.46861  0.321
H -2.62086 -4.05953 -3.75060  0.289
H -4.03485 -2.75812 -3.47774  0.268
H -3.49886 -0.75699 -1.17883  0.312
H -0.90074 0.39791 -0.64657  0.483
C 0.60352 -0.48236 4.37282  -0.201
C -0.27425 0.52866 4.76285  -0.197
C -1.26376 0.97107 3.88538  -0.209
C -1.38182 0.39494 2.62022  -0.234
C -0.50637 -0.61872 2.23163  -0.190
C 0.48906 -1.05467 3.10570  -0.231
H 1.37674 -0.82452 5.05569  0.226
H -0.18656 0.97277 5.75126  0.227
H -1.94327 1.76350 4.18709  0.225
H -2.15600 0.73618 1.93808  0.197
H -0.59956 -1.06872 1.24626  0.176
H 1.17439 -1.84055 2.80058  0.217
C 1.39266 2.73849 0.63622  -0.177
C 1.14795 2.83447 -0.73334  -0.247
C 1.46167 4.00817 -1.41804  -0.212
C 2.02983 5.08341 -0.73426  -0.202
C 2.27800 4.98601 0.63461  -0.201
C 1.95566 3.81562 1.32109  -0.215
H 1.14488 1.82484 1.17015  0.199
H 0.71158 1.99408 -1.26739  0.168
H 1.26467 4.08506 -2.48387  0.219
H 2.27891 5.99639 -1.26862  0.225
H 2.72228 5.82346 1.16701  0.225
H 2.14405 3.74211 2.38856  0.221


A molecular structure, C19H21CoN5Se. Source: OMol25; level of theory: ωB97M-V with the def2-TZVPD basis set.

Calculated values
Electronic energy   -130440.308 eV
Spin multiplicity   5
<S²>   6.06
Lowest unoccupied orbital energy (spin up / spin down)   -9.90 / -13.58 eV
Total charge   +3
Frontier orbital gap (spin up / spin down)   8.317 / 4.661 eV
HOMO level (spin up / spin down)   -18.22 / -18.24 eV

Each line ends with the Mulliken spin population.
Cartesian coordinates (Å):
Co -0.03574 -0.36319 -0.04082  2.676
C -3.53680 -1.59855 0.58851  0.001
C -2.06234 -1.72965 0.82882  0.017
C -1.28678 -2.59103 0.03579  0.078
C 0.07202 -2.79530 0.27872  0.019
C 0.87415 -3.75331 -0.55837  0.002
C 0.67175 -2.07398 1.33093  0.001
C -0.07631 -1.21659 2.15801  0.017
C 0.54443 -0.57070 3.36477  0.003
C -1.43385 -1.02154 1.85936  0.033
H -3.96044 -0.72894 1.08760  0.001
H -4.03534 -2.48379 0.99021  0.004
H -3.76909 -1.56250 -0.47570  0.001
H -1.76103 -3.13039 -0.77703  0.004
H 1.12606 -3.31243 -1.52389  0.000
H 0.29778 -4.65650 -0.75317  0.000
H 1.79805 -4.03800 -0.05906  0.000
H 1.71193 -2.26762 1.56923  0.003
H 0.18469 0.44782 3.51534  0.002
H 1.63304 -0.57567 3.31671  0.003
H 0.25943 -1.14010 4.25175  -0.001
H -2.02280 -0.36075 2.48589  0.005
N 3.70095 4.33211 1.66398  0.446
C 2.90608 3.34725 1.29478  0.079
C 1.51126 3.58191 1.07464  0.221
C 0.73056 2.51686 0.69591  -0.087
N 1.22091 1.27112 0.52845  0.323
C 2.54003 1.04192 0.73031  -0.104
C 3.41923 2.02388 1.10673  0.203
H 3.35549 5.28039 1.80327  -0.017
H 4.69609 4.18907 1.82949  -0.017
H 1.07782 4.56677 1.20038  -0.005
H -0.32874 2.65219 0.52004  0.007
H 2.88395 0.02680 0.58227  0.003
H 4.46868 1.79989 1.25508  -0.004
Se 1.53731 -0.71157 -3.72659  0.010
N 0.19467 -0.17785 -4.71722  0.007
C -0.79247 0.18142 -3.90562  0.008
C -2.07409 0.70808 -4.25848  0.003
C -2.92587 1.00492 -3.23675  0.001
C -2.55393 0.78339 -1.87757  0.005
N -1.39443 0.28240 -1.51119  0.039
C -0.52032 0.00207 -2.52822  -0.008
N 0.66117 -0.46653 -2.17736  0.019
H -2.34163 0.85956 -5.29633  0.000
H -3.90865 1.40851 -3.43687  0.000
H -3.25690 1.01816 -1.08672  -0.001


A single C19H21FN4O4 molecule at a distorted geometry. Source: OMol25; level of theory: ωB97M-V with the def2-TZVPD basis set.

Calculated values
Electronic energy   -36909.365 eV
Lowest unoccupied orbital energy   0.35 eV
Total charge   0
Frontier orbital gap   8.262 eV
HOMO level   -7.91 eV

Each line ends with the natural charge from an NBO analysis.
Cartesian coordinates (Å):
H 4.26908 8.23220 3.69613  0.335
N 3.47148 7.65890 3.91313  -0.726
C 3.58573 6.60214 4.58565  0.444
N 4.81598 6.41330 5.15155  -0.826
C 2.40349 5.73227 4.78205  -0.566
C 2.67834 4.32451 4.33902  0.811
O 3.76302 3.83772 4.67912  -0.620
O 1.62511 3.65349 3.78029  -0.488
C 1.90064 2.26204 3.52372  -0.100
C 0.68522 1.67952 2.85884  -0.123
C -0.32786 1.18618 3.70471  -0.201
C -1.47798 0.73589 3.14310  -0.203
C -1.63581 0.68564 1.73170  -0.228
C -0.59221 1.04226 0.87523  0.081
N -0.57696 0.90009 -0.53088  -0.430
C 0.23604 -0.08712 -1.27261  -0.229
C -0.97820 -0.23663 -2.23226  0.097
O -1.60256 -1.55558 -2.25882  -0.498
C -0.91071 -2.58623 -2.83688  0.204
C 0.23931 -2.38188 -3.71718  -0.220
C 0.75071 -3.49155 -4.35658  -0.244
C 0.22581 -4.81285 -4.12630  0.578
O 0.76446 -5.77766 -4.64456  -0.646
N -0.86881 -4.99417 -3.30438  -0.373
C -1.33537 -6.34104 -2.98782  -0.403
C -1.44995 -3.85856 -2.67593  -0.017
C -1.75205 0.77766 -1.35755  -0.211
C 0.57403 1.55668 1.46953  0.443
F 1.58912 2.03452 0.67241  -0.331
H 4.95094 5.46590 5.49863  0.401
H 5.57792 6.86028 4.62932  0.388
H 2.20286 5.75468 5.89683  0.257
H 1.55278 6.16108 4.25714  0.268
H 2.17341 1.74430 4.44783  0.204
H 2.78718 2.19961 2.89123  0.212
H -0.26757 1.25634 4.78048  0.220
H -2.34247 0.45204 3.74556  0.217
H -2.56447 0.26274 1.38912  0.218
H 1.16496 0.20390 -1.73851  0.199
H 0.45295 -0.98689 -0.69854  0.199
H -0.70436 0.15620 -3.26683  0.182
H 0.70150 -1.44057 -3.89191  0.221
H 1.55728 -3.38070 -5.04375  0.232
H -0.61077 -6.76103 -2.28308  0.213
H -2.34200 -6.31574 -2.54714  0.206
H -1.37594 -6.93959 -3.89783  0.236
H -2.37020 -3.99065 -2.09877  0.221
H -2.04308 1.67039 -1.91962  0.197
H -2.64037 0.36566 -0.82491  0.197


Q: total charge of number 2 (C19H21ClF7NO19PS4)?
A: -1


Q: Which formula does entry 5 have?
A: C19H21FN4O4


Q: Which value of total charge does entry 1 give?
A: +2